{
  "formula": "C8H10",
  "method": "ωB97M-V with the def2-TZVPD basis set",
  "relative_energy_kj_mol": 236.1,
  "homo_lumo_gap_ev": 10.777,
  "largest_force_ev_per_a": 3.3,
  "species": ["C", "C", "C", "C", "C", "C", "C", "C", "H", "H", "H", "H", "H", "H", "H", "H", "H", "H"],
  "positions_angstrom": [[0.3844, -0.6309, -1.6016], [1.1191, 0.0076, -0.4257], [0.5345, -0.6283, 0.9462], [0.6751, 0.8835, 1.4555], [0.2291, 1.1913, 0.0761], [-1.1511, 0.5707, -0.1024], [-1.0131, -0.6733, -0.8900], [-0.8862, -0.7561, 0.5466], [0.2229, -0.1754, -2.5736], [0.7497, -1.6627, -1.6886], [2.1806, 0.2182, -0.5342], [0.9563, -1.4927, 1.3993], [0.0405, 1.2895, 2.2027], [1.7012, 1.1242, 1.7774], [0.4715, 2.1650, -0.4135], [-2.1375, 1.1306, 0.0418], [-1.8963, -1.0843, -1.3915], [-1.6397, -1.2991, 1.1528]],
  "forces_ev_per_angstrom": [[-1.377, -1.674, 1.721], [-1.689, -0.033, -0.442], [1.486, 1.688, -0.375], [0.538, -1.146, 1.314], [1.563, 1.740, -2.324], [-1.557, 1.661, 0.780], [-0.026, -0.403, -3.125], [-1.313, -1.013, 1.653], [0.715, 0.454, 0.030], [-0.053, 0.115, -0.501], [-0.089, -0.100, 0.354], [0.641, -0.487, 0.566], [-0.860, -0.134, 1.083], [-0.183, 0.013, -0.707], [-0.619, -0.478, 0.542], [1.696, -0.847, -0.295], [0.427, 0.122, 0.115], [0.699, 0.520, -0.389]]
}

---

{
  "formula": "C8H10",
  "method": "ωB97M-V with the def2-TZVPD basis set",
  "relative_energy_kj_mol": 610.9,
  "homo_lumo_gap_ev": 9.134,
  "largest_force_ev_per_a": 2.7,
  "species": ["C", "C", "C", "C", "C", "C", "C", "C", "H", "H", "H", "H", "H", "H", "H", "H", "H", "H"],
  "positions_angstrom": [[1.3360, 0.3886, 1.3162], [1.8902, -0.7053, 1.0532], [0.6242, 1.5735, 0.8514], [0.7120, 0.2190, -1.2436], [0.6728, -0.6879, -0.0345], [-0.1306, 0.7216, -0.1374], [0.0149, -2.0059, -0.0278], [-1.6370, 0.6186, -0.0791], [-0.0759, 1.8944, 1.5475], [1.2731, 2.4198, 0.5721], [1.6543, 0.6378, -1.3989], [0.1958, -0.1050, -2.1465], [-0.5625, -2.1244, 0.8756], [0.7557, -2.7408, -0.0157], [-0.4902, -2.2365, -0.9982], [-2.3906, -0.0290, -0.5758], [-1.9107, 1.6123, -0.5378], [-1.9314, 0.5492, 0.9793]],
  "forces_ev_per_angstrom": [[0.003, 0.150, -0.043], [0.754, -0.267, -0.509], [0.212, 0.240, 0.177], [-0.618, -1.404, 0.106], [0.217, 1.044, -0.375], [0.294, -2.387, -0.853], [-1.298, 0.188, -1.111], [-0.998, 2.527, -0.139], [-1.140, 0.984, 1.562], [-0.385, -0.486, -0.441], [1.275, 1.050, -0.451], [0.128, -0.172, 0.278], [-0.680, -0.261, 0.031], [1.403, -1.152, 0.316], [-0.403, 0.523, 0.966], [1.703, -0.550, -0.296], [-0.473, -0.508, 1.012], [0.004, 0.480, -0.229]]
}